Record 1
The ion C3H5ClIN3S with charge +2 in a non-equilibrium geometry, computed with ωB97M-V with the def2-TZVPD basis set.

Geometry as XYZ:
```
14
Properties=species:S:1:pos:R:3
C 0.754 -0.141 -0.300
C 2.149 -2.240 -0.103
C -0.600 0.141 0.286
N 3.334 -1.709 -0.470
N 1.580 0.468 -1.049
N 1.071 -1.546 0.043
S 4.229 -0.674 -1.123
Cl 2.368 -3.902 0.318
I 5.003 0.955 0.346
H -0.731 1.127 -0.079
H -0.558 0.263 1.364
H -1.456 -0.449 0.022
H 1.488 1.383 -1.299
H 0.150 -2.051 0.462
```

Calculated values
Max |F|, eV/Å: 4.68
HOMO-LUMO gap (alpha / beta), eV: 7.85 / 5.26
Net charge: +2
E_HOMO (alpha / beta), hartree: -0.660 / -0.687
2S+1: 3
<S²>: 2.0089

Record 2
An isolated molecule of C3H5ClN2O, computed with ωB97M-V with the def2-TZVPD basis set.

Geometry as XYZ:
```
12
Properties=species:S:1:pos:R:3
C 0.028 0.157 -0.790
C -0.208 -0.594 0.522
C -0.336 0.261 1.784
H 0.310 -1.668 -1.595
H 0.543 -0.344 -2.718
H 0.133 1.800 -1.686
H -0.806 1.207 1.572
H -0.884 -0.313 2.516
N 0.204 -0.704 -1.835
N -0.022 1.432 -0.750
O -0.261 -1.798 0.553
Cl 1.299 0.563 2.426
```

Calculated values
SMILES string: [H]/N=C(\N)C(=O)CCl
Max |F|, eV/Å: 1.00
HOMO-LUMO gap, eV: 9.95
Energy above the lowest of the compared OMol25 structures with the same formula, charge and spin, kcal per mole: 11.04
Net charge: 0
E_HOMO, hartree: -0.366
2S+1: 1

Record 3
An isolated molecule of C3H5ClN4 in a non-equilibrium geometry, computed with ωB97M-V with the def2-TZVPD basis set.

Geometry as XYZ:
```
13
Properties=species:S:1:pos:R:3
C 0.383 0.277 0.643
C -0.378 1.856 -0.583
C -0.705 0.697 -1.222
H 1.624 0.117 2.161
H 0.443 -1.037 2.175
H -0.600 2.864 -0.865
H 0.738 -2.061 -0.542
H -0.845 -2.187 -0.125
N 1.069 -0.493 1.592
N 0.303 1.580 0.585
N -0.230 -0.331 -0.422
N -0.218 -1.672 -0.747
Cl -1.582 0.392 -2.651
```

Calculated values
SMILES string: Nc1ncc(Cl)n1N
Max |F|, eV/Å: 1.76
HOMO-LUMO gap, eV: 8.86
Energy above the lowest of the compared OMol25 structures with the same formula, charge and spin, kcal per mole: 27.54
Net charge: 0
E_HOMO, hartree: -0.302
2S+1: 1